Entry from the Open Molecules 2025 dataset: a 2-piece molecular cluster, C2H4FNO2 overall at a distorted geometry (ωB97M-V/def2-TZVPD).

Summary:
max |F|: 3.31 eV/Å
lowest unoccupied orbital energy: -0.04 eV
2S+1: 1
HOMO: -0.3616 hartree
SMILES string: C=CF.O=NO

Each line ends with the natural charge from an NBO analysis.
Cartesian coordinates (Å):
C: 0.199599 -1.156555 -0.836827  -0.5109
C: 0.284175 -1.983646 0.221100  0.2513
N: -0.190062 2.041879 1.030116  0.3677
O: -1.031533 2.305410 1.789782  -0.2404
O: -0.432483 2.680074 -0.227935  -0.6067
F: 0.773620 -3.176980 -0.020397  -0.3291
H: 0.360179 2.818512 -0.741298  0.4815
H: -0.423527 -0.303800 -0.652121  0.2036
H: 0.372262 -1.493222 -1.811424  0.2103
H: 0.087771 -1.731672 1.249005  0.1725

Atoms 1-2, force components in eV/Å:
-1.47 -0.47 2.92
0.27 1.97 -2.34